(1)
Formula: H6NO
Source: the OMol25 dataset
Level of theory: ωB97M-V/def2-TZVPD

```
8
H6NO (ωB97M-V/def2-TZVPD)
O -0.59158 -0.24633 1.20992
H -0.18049 -1.02649 1.64648
H -1.31494 0.02609 1.81885
N 0.41743 0.24952 -0.93513
H 1.13781 0.80074 -1.43976
H -0.52438 0.50208 -1.29101
H 0.47079 0.45747 0.08042
H 0.58537 -0.76307 -1.08977
```

Summary:
Orbital gap ... 13.14 eV
Maximum force ... 0.0373 hartree/bohr
Net charge ... +1
HOMO energy ... -17.2 eV

Löwdin atomic charge list, values in e, 2 entries:
1 O -0.065
2 H 0.100

(2)
Formula: C2H5O4Tl
Source: the OMol25 dataset
Level of theory: ωB97M-V/def2-TZVPD

```
12
C2H5O4Tl (ωB97M-V/def2-TZVPD)
Tl -2.19732 -1.18862 3.14006
C 1.73121 2.28946 -2.66169
C 1.12114 1.32072 -1.57815
O 1.63178 0.96237 -0.49884
O -0.01976 0.95685 -1.85050
H 1.72862 3.33253 -2.34530
H 1.20099 2.05972 -3.58592
H 2.72602 1.87247 -2.81845
O -5.28593 -3.74625 0.02700
H -5.76591 -3.73070 -0.82382
O 1.34846 -1.63450 6.41283
H 1.78071 -2.49405 6.58277
```

Summary:
Orbital gap ... 1.61 eV
Maximum force ... 0.0491 hartree/bohr
Net charge ... 0
HOMO energy ... -7.9 eV

Löwdin atomic charge list, values in e, 2 entries:
1 Tl 0.970
2 C 0.011

(3)
Formula: C9H9N
Source: the OMol25 dataset
Level of theory: ωB97M-V/def2-TZVPD

```
19
C9H9N (ωB97M-V/def2-TZVPD)
C -1.72957 0.80526 -1.42352
C -1.52982 2.19037 -1.28364
C -1.10144 -0.01858 -0.54438
C -0.89260 2.77473 -0.21456
C -0.35928 0.50233 0.58340
C -0.22732 1.91559 0.66139
C 0.55366 -0.34057 1.50415
C 0.66421 -1.75637 1.26773
C 1.26041 -2.94893 0.55518
N -0.06575 -1.49508 2.25939
H -2.33383 0.33792 -2.22784
H -2.00882 2.88379 -1.99745
H -1.33531 -1.06610 -0.74161
H -0.86334 3.89251 -0.03017
H 1.22388 0.30986 1.96249
H 0.27935 2.36801 1.51399
H 1.08706 -3.75988 1.25562
H 2.36956 -2.78156 0.48612
H 0.84982 -2.99467 -0.49103
```

Summary:
Orbital gap ... 9.57 eV
Maximum force ... 0.0746 hartree/bohr
Net charge ... 0
HOMO energy ... -8.7 eV
Structure (SMILES) ... CC1=N[C@@H]1c1ccccc1

Löwdin atomic charge list, values in e, 2 entries:
1 C -0.107
2 C -0.116

(4)
Formula: C35H50BN6O5Pb
Source: the OMol25 dataset
Level of theory: ωB97M-V/def2-TZVPD

```
98
C35H50BN6O5Pb (ωB97M-V/def2-TZVPD)
Pb -0.78893 0.51101 0.82674
O -1.26775 1.93092 5.32814
C -0.90716 1.89593 4.02985
O -0.59600 0.86077 3.49448
C -0.97251 3.26744 3.40422
O -0.12114 3.44240 2.31878
C -1.92670 3.58665 0.67909
C -3.09667 2.80019 1.31510
O -4.07231 3.43417 1.73288
O -2.94195 1.52800 1.37008
H -1.25696 1.01979 5.64574
H -2.02637 3.45910 3.18021
H -0.67942 3.98096 4.17339
H -1.99539 4.63375 0.99830
H -2.08285 3.57982 -0.40257
C 1.32627 -5.06375 -1.26846
C 0.31593 -4.31561 -0.45477
C -0.63334 -4.83049 0.40203
C -1.32895 -3.70502 0.89447
N -0.83515 -2.60115 0.36495
N 0.17104 -2.96700 -0.45613
B 0.99852 -1.97905 -1.31144
N 2.06887 -1.18076 -0.50491
N 1.87074 -0.42803 0.62098
C 3.07844 -0.06703 1.05255
C 4.06990 -0.57103 0.19657
C 3.39326 -1.27038 -0.77459
C 4.00496 -1.99788 -1.93039
C 3.31265 0.75578 2.29818
C 4.80296 0.76267 2.65090
C 2.53768 0.15274 3.47271
C 2.85778 2.19901 2.05355
N 0.09837 -1.09175 -2.22945
N -0.88445 -0.21141 -1.84570
C -1.50298 0.17366 -2.96623
C -0.90154 -0.43190 -4.08118
C 0.09534 -1.22937 -3.57580
C 1.00118 -2.12063 -4.36827
C -2.71781 1.07488 -3.05263
C -3.71534 0.46082 -4.04519
C -2.29941 2.46299 -3.55885
C -3.39896 1.19830 -1.69824
C -2.47081 -3.63955 1.88194
C -3.61119 -2.79425 1.29729
C -2.98230 -5.04819 2.18403
C -1.97507 -2.99365 3.18520
H 1.22745 -6.13032 -1.06908
H 2.34703 -4.75998 -1.02619
H 1.17643 -4.89867 -2.33812
H -0.79051 -5.87276 0.63574
H 1.62307 -2.66747 -2.05613
H 5.13900 -0.44723 0.26246
H 5.08863 -1.89670 -1.87115
H 3.67689 -1.58277 -2.88353
H 3.75788 -3.06030 -1.92885
H 5.18117 -0.25218 2.80095
H 4.94989 1.32595 3.57613
H 5.39605 1.24492 1.86914
H 2.92975 -0.83789 3.72359
H 1.48302 0.04522 3.22749
H 2.62880 0.79786 4.35253
H 3.32432 2.60539 1.15113
H 3.13437 2.83464 2.90227
H 1.77663 2.25490 1.93254
H -1.16858 -0.31824 -5.12114
H 0.75336 -2.01340 -5.42370
H 0.88066 -3.16841 -4.08944
H 2.05033 -1.86154 -4.23352
H -3.32871 0.45287 -5.06770
H -4.64097 1.04427 -4.03535
H -3.95357 -0.56676 -3.75907
H -1.78243 2.38799 -4.51960
H -1.62772 2.95104 -2.84891
H -3.18169 3.09862 -3.68840
H -3.79962 0.23748 -1.36413
H -4.21635 1.92255 -1.73685
H -2.69586 1.53245 -0.94491
H -3.93048 -3.20062 0.33406
H -3.29395 -1.76068 1.14609
H -4.46937 -2.79076 1.97620
H -3.32416 -5.54799 1.27301
H -3.82300 -4.99202 2.88064
H -2.20112 -5.66205 2.64182
H -1.67422 -1.95866 3.01345
H -1.11205 -3.54053 3.57640
H -2.76805 -3.00695 3.94090
C -0.54314 3.01913 0.97111
C 0.48316 3.61368 0.05315
C 0.73260 3.02209 -1.18871
C 1.67443 3.54028 -2.06523
C 2.41725 4.66113 -1.71468
C 2.19213 5.25714 -0.48004
C 1.23739 4.74447 0.39019
H 0.19677 2.11651 -1.46105
H 1.84997 3.05021 -3.01671
H 3.16605 5.05876 -2.38941
H 2.76747 6.12998 -0.18842
H 1.06919 5.21149 1.35148
```

Summary:
Orbital gap ... 6.71 eV
Maximum force ... 0.0149 hartree/bohr
Net charge ... -1
HOMO energy ... -4.2 eV

Löwdin atomic charge list, values in e, 2 entries:
1 Pb 1.486
2 O 0.122

(5)
Formula: C41H64F8N2O11S2
Source: the OMol25 dataset
Level of theory: ωB97M-V/def2-TZVPD

```
128
C41H64F8N2O11S2 (ωB97M-V/def2-TZVPD)
O 7.02592 0.61107 2.71228
C 6.28625 1.52005 2.76297
F 5.81600 2.06115 1.64872
C 5.81533 2.15793 4.03536
C 4.89620 3.32610 3.77865
C 3.56827 3.20451 3.49223
S 2.86410 1.57562 3.44807
C 2.75643 4.36520 3.22958
C 1.27244 4.25164 2.90894
F 1.05093 3.46202 1.84293
F 0.82698 5.48050 2.55345
C 0.35649 3.82365 4.12042
F 1.08001 3.46146 5.18680
F -0.37239 4.89025 4.48821
C -0.69520 2.71167 3.81905
F -1.25914 2.36660 4.99457
F -0.19657 1.62317 3.26835
F -1.64558 3.20761 3.03752
C 3.30729 5.59809 3.26175
C 4.67145 5.76352 3.56434
N 5.34847 6.90164 3.67950
S 6.84481 6.52498 4.05103
N 6.73587 4.91900 4.10924
C 5.47181 4.63034 3.82311
H 5.31928 1.40137 4.62215
H 6.70399 2.48565 4.55951
H 2.65824 1.40039 2.13298
H 2.71615 6.47266 3.06532
C -0.28820 4.37844 -0.91356
C 0.60665 3.84950 -2.00851
O 1.80676 3.79554 -1.85567
C -0.05791 3.40242 -3.28448
H 0.32387 4.66685 -0.06788
H -0.83721 5.25201 -1.26898
H -0.99760 3.61077 -0.59904
H -0.60381 4.23488 -3.73120
H -0.75275 2.58643 -3.08405
H 0.69683 3.05474 -3.98640
C -0.86348 -1.57676 -4.15553
C -1.60345 -0.37275 -3.63409
O -1.68859 0.64985 -4.28074
C -2.24473 -0.51795 -2.27708
H -0.45849 -1.35740 -5.13952
H -0.04487 -1.83465 -3.48208
H -1.53831 -2.42677 -4.23455
H -1.48685 -0.74034 -1.52395
H -2.97750 -1.32620 -2.30295
H -2.75145 0.40886 -2.01079
C 1.60615 -4.12289 -6.94109
C 0.53763 -4.84578 -6.15767
O -0.31700 -4.24044 -5.55105
C 0.58584 -6.35453 -6.16597
H 1.45924 -3.04874 -6.85350
H 2.59231 -4.38126 -6.55296
H 1.55356 -4.40616 -7.99335
H 1.53362 -6.69778 -5.74848
H 0.49409 -6.72593 -7.18801
H -0.23173 -6.75488 -5.57054
C -4.88345 -6.66957 -4.77482
C -3.62046 -6.81700 -5.58969
O -3.03452 -7.87259 -5.66321
C -3.12026 -5.58571 -6.30064
H -5.13255 -7.62292 -4.31472
H -4.73710 -5.92233 -3.99288
H -5.70774 -6.35608 -5.41746
H -2.90062 -4.80102 -5.57724
H -3.87144 -5.22903 -7.00819
H -2.21094 -5.82668 -6.84161
C -6.19836 -0.78479 -2.26598
C -5.84209 -2.22212 -1.97359
O -4.76956 -2.52433 -1.50075
C -6.88144 -3.26588 -2.29368
H -5.36863 -0.13929 -1.98723
H -6.40499 -0.65901 -3.32990
H -7.08180 -0.49688 -1.69409
H -7.11798 -3.24358 -3.35911
H -7.78952 -3.07528 -1.72002
H -6.49841 -4.24963 -2.03281
C -5.42964 -3.27477 3.51965
C -6.22294 -2.61406 2.42543
O -7.27759 -3.06221 2.03319
C -5.64234 -1.35592 1.82253
H -5.95425 -4.16515 3.85829
H -4.44698 -3.56604 3.14771
H -5.31004 -2.59381 4.36424
H -4.67068 -1.57290 1.37601
H -5.53246 -0.58512 2.58781
H -6.31396 -0.99033 1.04813
C 4.42920 4.41046 -3.43907
C 5.73656 4.30400 -4.18352
O 6.36427 3.27135 -4.22935
C 6.23329 5.55457 -4.87369
H 4.17942 3.45458 -2.99042
H 4.50784 5.16072 -2.65093
H 3.63043 4.69759 -4.12417
H 6.38063 6.35087 -4.14244
H 5.50555 5.88531 -5.61610
H 7.17867 5.34580 -5.36968
C -3.87136 0.74552 6.01037
C -4.33921 -0.15353 7.12881
O -4.83244 -1.23514 6.90931
C -4.16055 0.36185 8.53653
H -4.05429 0.25946 5.05407
H -4.41396 1.69183 6.04027
H -2.80561 0.94052 6.11013
H -4.71290 1.29372 8.66586
H -3.10368 0.54519 8.73584
H -4.53448 -0.37545 9.24294
C -2.22125 -7.83491 3.11197
C -2.99932 -6.66220 3.65909
O -3.08981 -5.62325 3.04933
C -3.66046 -6.84677 5.00399
H -1.79973 -7.57125 2.14489
H -1.41246 -8.09799 3.79533
H -2.87946 -8.69666 2.99225
H -2.90862 -7.07146 5.76203
H -4.37594 -7.66925 4.95866
H -4.18301 -5.93384 5.28113
C 9.79634 5.95219 -0.26541
C 8.84889 5.06543 0.50592
O 8.00431 5.53635 1.23510
C 9.01262 3.57982 0.31941
H 9.57812 6.99519 -0.04730
H 10.82673 5.73482 0.01961
H 9.68027 5.77848 -1.33614
H 10.01454 3.27444 0.62521
H 8.86560 3.31633 -0.72905
H 8.28162 3.05238 0.92051
```

Summary:
Orbital gap ... 8.27 eV
Maximum force ... 0.0223 hartree/bohr
Net charge ... 0
HOMO energy ... -9.2 eV

Löwdin atomic charge list, values in e, 2 entries:
1 O 0.175
2 C -0.499

(6)
Formula: C19H21ClN2O4
Source: the OMol25 dataset
Level of theory: ωB97M-V/def2-TZVPD

```
47
C19H21ClN2O4 (ωB97M-V/def2-TZVPD)
C -4.46136 -3.18286 -1.34796
H -5.17035 -3.43572 -0.55272
O -3.21856 -2.78245 -0.82879
C -3.16809 -1.66339 -0.03342
C -4.28501 -0.89974 0.27989
C -4.18385 0.24720 1.04433
C -2.95669 0.66257 1.53284
C -1.84256 -0.11208 1.25108
C -1.92180 -1.26647 0.48061
O -0.71932 -1.88479 0.26705
C -0.66220 -3.24558 -0.10262
H -1.28541 -3.86322 0.54755
H -0.96397 -3.39844 -1.14058
H 0.38326 -3.53135 0.01861
H -0.86594 0.16595 1.61908
C -2.82416 1.96751 2.26302
H -3.73958 2.19171 2.81177
H -1.99176 1.93003 2.96794
C -2.57250 3.09557 1.24414
N -1.31891 2.90613 0.56491
C -1.17927 2.23798 -0.58469
O -2.06841 1.88343 -1.33955
C 0.30019 1.97797 -0.89894
O 1.19051 2.43051 -0.20090
N 0.43982 1.20318 -1.97775
H -0.42647 0.94022 -2.43115
C 1.71031 0.78411 -2.52976
C 2.65626 0.29514 -1.46109
C 2.20869 -0.57498 -0.47462
C 3.07000 -1.03208 0.50500
C 4.39332 -0.62354 0.49167
C 4.85827 0.24065 -0.48484
C 3.98385 0.69869 -1.45383
H 4.34279 1.38290 -2.20848
H 5.88926 0.55805 -0.48102
Cl 5.47860 -1.19795 1.71015
H 2.71515 -1.69810 1.27583
H 1.17587 -0.88712 -0.45502
H 1.51336 -0.02020 -3.24448
H 2.17346 1.62030 -3.06806
H -0.45332 3.07138 1.06707
H -2.56358 4.06676 1.74538
H -3.35674 3.08160 0.48356
H -5.07237 0.82531 1.24920
H -5.25445 -1.18602 -0.09438
H -4.25448 -4.07401 -1.93945
H -4.89551 -2.41337 -1.99414
```

Summary:
Orbital gap ... 8.79 eV
Maximum force ... 0.0098 hartree/bohr
Net charge ... 0
HOMO energy ... -8.1 eV
Structure (SMILES) ... COc1ccc(CCNC(=O)C(=O)NCc2ccc(Cl)cc2)cc1OC

Löwdin atomic charge list, values in e, 2 entries:
1 C -0.083
2 H 0.097